Entry 1:
Molecular formula: C15H11Cl5CoF5I
Method: DFT, ωB97M-V/def2-TZVPD

Values from the calculation:
- ΔE to the lowest compared entry with this formula, charge and spin (kJ/mol) = 0.0
- HOMO (alpha / beta) (eV) = -4.86 / -5.74
- charge = -1
- spin multiplicity = 5
- F_max (hartree/bohr) = 0.0265
- calculated total energy (Ha) = -5058.8560
- orbital gap (alpha / beta) (eV) = 7.163 / 7.147
- expectation value of S² = 6.015

Geometry (Å):
Co1 -1.4075 -0.6247 -0.3405
C1 3.8105 -1.2686 -1.0843
C2 3.2270 -0.5944 0.1648
C3 3.7356 0.8511 0.2562
C4 3.6443 -1.3728 1.4180
C5 1.7555 -0.5837 0.0548
C6 0.5423 -0.5755 -0.0496
H1 4.9039 -1.2930 -1.0317
H2 3.5128 -0.7226 -1.9805
H3 3.4367 -2.2895 -1.1718
H4 4.8281 0.8698 0.3280
H5 3.3153 1.3456 1.1329
H6 3.4309 1.4138 -0.6273
H7 4.7355 -1.4006 1.5032
H8 3.2678 -2.3954 1.3717
H9 3.2339 -0.9011 2.3119
I1 -5.2996 1.3334 0.0865
C7 -4.1363 -0.3833 0.3179
H10 -4.4086 -1.1301 -0.4172
H11 -4.0850 -0.6951 1.3518
Cl1 -1.8103 1.2917 3.0255
C8 -1.6980 2.0920 1.4819
C9 -1.7317 1.3191 0.3427
C10 -1.6687 2.0032 -0.8549
Cl2 -1.7145 0.9547 -2.2803
C11 -1.5578 3.3752 -0.9775
Cl3 -1.4612 4.1343 -2.5273
C12 -1.5144 4.1265 0.1954
Cl4 -1.3571 5.8443 0.1105
C13 -1.5844 3.4815 1.4323
Cl5 -1.5173 4.4178 2.8853
F1 -3.0916 -3.1023 0.5719
C14 -1.9454 -2.6552 -0.0876
F2 -0.9136 -3.3729 0.4863
C15 -2.0827 -3.2506 -1.4921
F3 -3.1534 -2.7137 -2.1204
F4 -1.0074 -2.9460 -2.2364
F5 -2.2335 -4.5828 -1.5501

Here are the Löwdin charges for atoms 1 to 2, given in e: 0.4929 -0.0693

=====

Entry 2:
Molecular formula: C15H11CoN2O2S6
Method: DFT, ωB97M-V/def2-TZVPD

Values from the calculation:
- ΔE to the lowest compared entry with this formula, charge and spin (kJ/mol) = 0.0
- HOMO (alpha / beta) (eV) = -8.09 / -9.03
- spin multiplicity = 5
- F_max (hartree/bohr) = 0.0112
- calculated total energy (Ha) = -4610.1120
- orbital gap (alpha / beta) (eV) = 7.462 / 6.281
- expectation value of S² = 6.030

Geometry (Å):
Co1 -0.1492 0.2135 0.1415
C1 0.3128 -5.5894 5.1344
C2 -0.3461 -4.6716 4.1365
C3 0.3274 -4.2504 2.9972
C4 -0.2840 -3.4172 2.0685
C5 -1.5873 -3.0011 2.2852
C6 -2.2805 -3.4066 3.4226
C7 -1.6566 -4.2353 4.3362
S1 -2.4603 -1.9680 1.1425
O1 -2.9738 -0.8567 1.8902
O2 -3.3652 -2.8017 0.3998
N1 -1.3196 -1.3709 0.1682
C8 -0.8410 -1.9627 -0.9850
C9 -1.0862 -3.2314 -1.5194
C10 -0.4042 -3.5864 -2.6629
C11 0.5034 -2.7092 -3.2592
C12 0.6897 -1.4816 -2.6708
N2 0.0288 -1.1118 -1.5683
H1 1.3918 -5.6264 4.9865
H2 -0.0738 -6.6061 5.0365
H3 0.1177 -5.2622 6.1565
H4 1.3504 -4.5708 2.8340
H5 0.2575 -3.0908 1.1917
H6 -3.2937 -3.0594 3.5851
H7 -2.1899 -4.5472 5.2276
H8 -1.7993 -3.8884 -1.0439
H9 -0.5743 -4.5634 -3.0985
H10 1.0457 -2.9764 -4.1550
H11 1.3787 -0.7537 -3.0840
S2 3.2883 5.3544 3.7420
C13 2.4686 4.2452 2.8891
S3 1.0732 3.4106 3.4970
C14 0.8339 2.3240 2.1702
C15 1.7890 2.4243 1.1305
S4 1.8082 1.4789 -0.2683
S5 3.0201 3.6151 1.3669
S6 -0.4667 1.2531 2.2179

Here are the Löwdin charges for atoms 1 to 2, given in e: 0.4647 -0.0490

=====

> Look up the F_max of the second one.

0.0112 hartree/bohr

=====

> spin multiplicity of number 2 (C15H11CoN2O2S6)?

5

=====

> Among the records above, which one has the lowest F_max?

C15H11CoN2O2S6

=====

> What is the ΔE to the lowest compared entry with this formula, charge and spin in the second record?

0.0 kJ/mol